(1)
Computed, not measured: a cluster of 15 separate species, C30H90O30 in total in a non-equilibrium geometry, with ωB97M-V/def2-TZVPD.

XYZ file:
```
150
Properties=species:S:1:pos:R:3
C 16.125 11.338 7.638
C 17.242 11.039 8.725
O 16.638 10.677 10.042
O 15.319 10.256 7.272
H 16.643 11.601 6.727
H 15.691 12.190 8.084
H 17.867 11.923 9.003
H 17.935 10.273 8.306
H 16.202 9.741 9.947
H 14.553 10.145 7.901
C 14.417 7.138 15.300
C 14.414 6.434 13.927
O 14.956 7.296 12.989
O 13.728 8.390 15.168
H 15.450 7.159 15.703
H 13.926 6.441 15.978
H 13.332 6.264 13.745
H 15.007 5.475 14.046
H 15.669 7.789 13.369
H 13.817 8.995 15.948
C 11.119 8.664 13.097
C 9.801 8.503 13.892
O 8.928 9.552 13.581
O 11.847 9.854 13.519
H 10.775 8.786 12.084
H 11.858 7.805 13.242
H 9.913 8.342 14.972
H 9.320 7.627 13.515
H 8.894 10.186 14.330
H 12.552 9.481 14.115
C 11.346 11.070 16.493
C 12.811 11.342 16.365
O 13.557 10.244 17.136
O 10.635 11.558 15.289
H 10.907 11.621 17.339
H 11.159 10.004 16.560
H 13.046 12.340 16.888
H 13.165 11.240 15.362
H 14.493 10.520 17.227
H 11.026 10.966 14.450
C 16.592 12.279 16.960
C 16.446 12.158 15.435
O 16.614 13.378 14.763
O 16.218 10.990 17.553
H 15.903 12.999 17.346
H 17.638 12.480 17.261
H 15.433 11.773 15.327
H 17.132 11.410 15.020
H 15.841 13.443 14.165
H 16.710 10.250 17.136
C 15.851 17.061 12.838
C 15.392 16.458 14.200
O 16.413 16.371 15.165
O 16.963 16.316 12.359
H 16.200 18.080 13.039
H 15.131 16.940 12.016
H 15.037 15.433 13.859
H 14.658 17.136 14.625
H 16.846 15.537 15.228
H 17.788 16.625 12.827
C 11.419 14.634 11.993
C 12.207 15.678 11.333
O 13.654 15.284 11.220
O 11.731 14.692 13.463
H 11.702 13.612 11.700
H 10.361 14.677 12.024
H 12.271 16.627 11.898
H 11.887 15.860 10.291
H 13.800 14.549 10.508
H 11.956 13.792 13.780
C 18.226 7.746 15.396
C 18.377 8.901 14.397
O 17.014 9.128 13.948
O 17.699 8.349 16.583
H 19.173 7.306 15.607
H 17.571 7.016 14.998
H 19.007 8.566 13.585
H 18.813 9.752 14.967
H 17.054 9.878 13.322
H 17.520 7.613 17.194
C 19.144 12.048 12.019
C 18.588 13.382 12.005
O 17.734 13.722 10.885
O 18.154 11.044 12.316
H 19.905 11.924 12.801
H 19.580 11.860 10.996
H 19.438 14.071 12.006
H 18.080 13.620 12.901
H 17.465 14.626 11.067
H 17.533 10.913 11.550
C 10.780 13.465 7.363
C 12.325 13.288 7.423
O 12.951 14.521 7.508
O 10.161 14.408 8.249
H 10.345 12.537 7.538
H 10.489 13.762 6.306
H 12.549 12.730 6.485
H 12.713 12.817 8.316
H 13.865 14.601 7.229
H 10.806 15.094 8.395
C 13.581 8.611 9.991
C 14.699 7.710 9.629
O 15.846 8.293 9.204
O 13.153 9.383 8.893
H 13.837 9.132 10.923
H 12.790 7.949 10.271
H 14.363 6.968 8.870
H 14.976 7.206 10.574
H 15.866 8.741 8.351
H 12.228 9.742 9.017
C 18.306 15.532 7.641
C 16.902 15.558 8.160
O 15.947 15.042 7.250
O 18.346 16.585 6.630
H 18.486 14.516 7.175
H 19.065 15.746 8.408
H 16.686 16.649 8.335
H 16.753 14.965 9.046
H 16.114 15.326 6.358
H 19.097 16.485 6.041
C 8.419 14.493 14.230
C 8.902 15.188 15.495
O 10.187 15.746 15.473
O 8.979 13.182 13.946
H 8.628 15.023 13.324
H 7.388 14.447 14.449
H 8.771 14.410 16.290
H 8.181 15.931 15.675
H 10.744 15.360 14.777
H 9.464 12.815 14.708
C 8.630 11.127 10.453
C 10.106 11.326 10.235
O 10.580 10.372 9.208
O 8.391 9.735 10.607
H 8.059 11.390 9.576
H 8.241 11.672 11.283
H 10.788 11.272 11.084
H 10.329 12.317 9.779
H 9.990 9.598 9.234
H 8.441 9.579 11.538
C 14.026 12.118 10.860
C 14.698 12.059 12.267
O 14.467 13.253 12.965
O 14.615 13.094 10.016
H 12.983 12.365 10.880
H 14.017 11.138 10.402
H 15.747 11.917 12.103
H 14.331 11.156 12.860
H 14.169 13.972 12.370
H 15.562 12.874 10.114
```

Computed properties:
Energy above the lowest of the compared OMol25 structures with the same formula, charge and spin in kJ/mol: 122.62
E in Eh: -3453.98960
HOMO energy in hartree: -0.348
Frontier orbital gap in eV: 9.87



(2)
Computed, not measured: a structure of composition C30H93N15O8P5Y in a non-equilibrium geometry, with ωB97M-V/def2-TZVPD.

XYZ file:
```
152
Properties=species:S:1:pos:R:3
Y 1.290 0.261 -1.810
O 0.199 -1.295 -2.909
H -0.237 -1.964 -3.473
O 0.007 0.732 -0.045
H -0.413 0.605 0.828
O 2.936 0.747 -3.217
H 3.251 0.867 -4.134
O 2.645 1.399 -0.202
P 3.281 2.510 0.635
N 3.744 1.968 2.310
C 3.347 0.619 2.781
C 4.380 2.846 3.207
N 2.194 3.814 1.011
C 1.627 4.576 -0.068
C 1.105 3.603 1.989
N 4.793 3.306 0.094
C 5.184 4.613 0.582
C 5.734 2.552 -0.698
H 2.439 0.573 3.382
H 4.096 0.118 3.394
H 3.242 -0.041 1.920
H 4.151 3.899 3.042
H 5.467 2.853 3.294
H 3.975 2.730 4.212
H 1.388 3.894 -0.883
H 0.942 5.416 0.046
H 2.470 5.011 -0.605
H 1.160 2.993 2.890
H 0.764 4.589 2.307
H 0.207 3.270 1.467
H 6.084 4.547 1.194
H 5.471 5.188 -0.298
H 4.418 5.057 1.219
H 6.009 1.644 -0.161
H 6.629 3.153 -0.861
H 5.314 2.285 -1.668
O -2.460 -1.380 6.323
P -1.825 -0.257 5.634
N -1.605 -0.595 3.942
C -0.278 -0.485 3.285
C -2.699 -0.969 3.072
N -0.147 0.075 6.157
C 0.530 1.415 6.145
C 0.612 -0.987 6.815
N -2.647 1.210 5.665
C -2.316 2.225 4.706
C -4.148 1.139 5.978
H -0.261 -0.313 2.208
H 0.255 -1.423 3.440
H 0.403 0.297 3.622
H -3.235 -1.600 3.781
H -2.439 -1.596 2.219
H -3.263 -0.088 2.766
H 1.468 1.415 6.699
H 0.574 1.717 5.098
H -0.162 2.226 6.374
H -0.143 -1.236 7.562
H 0.713 -1.854 6.163
H 1.565 -0.751 7.288
H -2.898 2.198 3.785
H -2.473 3.263 4.998
H -1.317 2.000 4.332
H -4.576 2.061 6.369
H -4.406 0.267 6.580
H -4.654 0.859 5.054
O -6.550 -1.829 0.025
P -5.798 -2.886 -0.715
N -5.034 -4.129 0.336
C -4.720 -5.524 -0.006
C -4.497 -3.656 1.551
N -4.489 -2.270 -1.620
C -3.155 -3.024 -1.782
C -4.548 -0.982 -2.300
N -6.725 -3.815 -1.814
C -6.442 -4.219 -3.145
C -7.952 -4.481 -1.206
H -5.145 -6.087 -0.836
H -5.000 -6.005 0.931
H -3.631 -5.558 -0.043
H -5.207 -3.908 2.339
H -4.389 -2.589 1.745
H -3.585 -4.182 1.832
H -3.166 -3.853 -1.074
H -3.269 -3.455 -2.776
H -2.273 -2.385 -1.752
H -3.648 -0.854 -2.902
H -5.179 -1.024 -3.188
H -4.691 -0.210 -1.544
H -5.545 -3.880 -3.663
H -6.107 -5.220 -2.874
H -7.326 -4.223 -3.783
H -8.795 -3.799 -1.093
H -7.722 -5.093 -0.334
H -8.202 -5.167 -2.015
O 2.699 -1.302 -0.844
P 2.934 -2.721 -0.478
N 4.235 -2.974 0.598
C 5.402 -2.048 0.784
C 4.165 -4.081 1.592
N 3.315 -3.620 -1.900
C 3.413 -5.096 -2.003
C 3.858 -2.882 -3.106
N 1.560 -3.593 0.199
C 0.527 -4.026 -0.808
C 1.121 -2.923 1.372
H 6.273 -2.660 1.018
H 5.222 -1.116 1.319
H 5.625 -1.782 -0.249
H 3.816 -3.763 2.574
H 5.137 -4.574 1.618
H 3.469 -4.792 1.147
H 4.402 -5.309 -2.408
H 3.131 -5.400 -0.995
H 2.781 -5.565 -2.757
H 4.413 -2.054 -2.664
H 4.513 -3.491 -3.729
H 3.069 -2.461 -3.728
H 0.715 -5.038 -1.165
H -0.481 -4.043 -0.393
H 0.510 -3.423 -1.716
H 1.928 -2.342 1.818
H 0.888 -3.672 2.128
H 0.367 -2.163 1.168
O 0.924 2.406 -2.842
P 0.168 3.242 -3.758
N 1.196 4.158 -4.730
C 2.367 4.818 -4.122
C 1.473 3.763 -6.109
N -0.861 4.322 -2.932
C -0.891 5.790 -3.044
C -1.506 3.767 -1.787
N -0.867 2.358 -4.762
C -2.007 2.983 -5.418
C -0.462 1.038 -5.336
H 2.178 5.463 -3.264
H 2.879 5.437 -4.859
H 3.117 4.068 -3.870
H 1.891 4.619 -6.639
H 0.624 3.398 -6.686
H 2.180 2.939 -6.013
H -0.947 6.251 -2.058
H -0.052 6.153 -3.637
H -1.676 6.072 -3.745
H -0.914 3.879 -0.878
H -2.377 4.394 -1.596
H -1.906 2.767 -1.954
H -2.032 4.037 -5.140
H -1.944 2.843 -6.497
H -2.921 2.481 -5.101
H 0.563 0.922 -5.688
H -1.019 0.907 -6.263
H -0.861 0.178 -4.798
```

Computed properties:
Energy above the lowest of the compared OMol25 structures with the same formula, charge and spin in kJ/mol: 37.91
E in Eh: -4367.37117
HOMO energy in hartree: -0.285
Frontier orbital gap in eV: 8.33



(3)
Computed, not measured: a structure of composition C31H15AuBrF5IN3O2, with ωB97M-V/def2-TZVPD.

XYZ file:
```
59
Properties=species:S:1:pos:R:3
Au -0.845 -0.278 -0.168
Br 5.446 2.362 2.858
C 5.664 0.952 1.613
C 6.682 0.032 1.796
C 6.825 -1.000 0.881
C 5.933 -1.139 -0.174
C 4.940 -0.179 -0.368
C 4.809 0.871 0.523
N 6.207 -2.221 -1.075
N 5.324 -2.811 -1.720
C 3.943 -2.711 -1.387
C 3.075 -2.599 -2.442
C 1.707 -2.367 -2.243
C 1.176 -2.291 -0.971
O -0.111 -2.087 -0.781
C 2.056 -2.506 0.148
N 1.519 -2.461 1.396
C 2.284 -2.734 2.422
C 3.626 -3.136 2.305
C 4.191 -3.152 1.063
C 3.427 -2.769 -0.061
H 7.362 0.129 2.630
H 7.625 -1.722 0.983
H 4.275 -0.230 -1.219
H 4.047 1.622 0.368
H 3.486 -2.627 -3.444
H 1.039 -2.231 -3.083
H 1.829 -2.652 3.406
H 4.188 -3.420 3.184
H 5.216 -3.475 0.933
I -0.745 -0.915 2.301
C -1.845 0.791 2.807
C -2.155 1.045 4.109
C -2.906 2.197 4.422
C -3.324 3.027 3.424
C -3.005 2.768 2.068
C -3.466 3.615 1.032
C -3.173 3.331 -0.267
C -2.384 2.206 -0.599
C -1.892 1.376 0.370
C -2.225 1.630 1.736
H -1.836 0.378 4.900
H -3.154 2.406 5.454
H -3.918 3.903 3.654
H -4.062 4.481 1.292
H -3.542 3.965 -1.062
H -2.176 2.008 -1.641
F 2.912 4.184 -3.614
C 2.046 3.251 -3.217
C 2.345 2.423 -2.153
F 3.511 2.550 -1.512
C 1.447 1.453 -1.748
F 1.795 0.685 -0.697
C 0.211 1.268 -2.375
O -0.686 0.331 -2.075
C -0.065 2.134 -3.440
F -1.236 2.024 -4.076
C 0.830 3.099 -3.861
F 0.521 3.893 -4.886
```

Computed properties:
E in Eh: -5011.67447
HOMO energy in hartree: -0.280
Frontier orbital gap in eV: 5.96



(4)
Computed, not measured: a structure of composition C31H16BF15GeIN5PdS3, with ωB97M-V/def2-TZVPD.

XYZ file:
```
74
Properties=species:S:1:pos:R:3
Pd -0.634 0.568 0.636
C -4.109 0.116 0.014
N -3.809 -0.865 1.033
C -4.464 -1.007 2.240
C -3.733 -1.874 2.970
N -2.640 -2.263 2.230
B -1.524 -3.192 2.789
N -0.114 -2.528 2.657
C 0.997 -3.268 2.304
C 2.062 -2.446 2.241
N 1.605 -1.188 2.572
C 2.357 0.040 2.419
C 0.267 -1.247 2.803
S -0.712 0.133 3.109
C -2.678 -1.623 1.041
S -1.536 -1.630 -0.227
H -5.112 0.505 0.190
H -4.052 -0.339 -0.973
H -3.378 0.927 0.055
H -5.372 -0.476 2.461
H -3.880 -2.242 3.969
H -1.465 -4.227 2.158
H -1.799 -3.407 3.956
H 0.910 -4.315 2.080
H 3.078 -2.609 1.932
H 3.417 -0.199 2.462
H 2.084 0.729 3.216
H 2.127 0.491 1.450
F 3.160 2.134 -2.239
C 4.254 2.287 -1.492
C 5.041 1.189 -1.170
C 6.206 1.462 -0.481
F 7.076 0.480 -0.180
C 6.563 2.737 -0.078
F 7.703 2.960 0.596
C 5.738 3.799 -0.390
F 6.073 5.041 -0.019
C 4.577 3.577 -1.107
F 3.806 4.617 -1.442
Ge 4.350 -0.612 -1.771
S 2.423 -1.015 -1.108
C 4.825 -0.384 -3.716
C 6.137 -0.170 -4.094
F 7.106 -0.147 -3.159
C 6.531 0.037 -5.401
F 7.820 0.234 -5.721
C 5.570 0.043 -6.394
F 5.923 0.242 -7.670
C 4.245 -0.151 -6.063
F 3.320 -0.139 -7.032
C 3.887 -0.354 -4.737
F 2.593 -0.529 -4.491
C 5.660 -1.979 -1.100
C 6.221 -2.988 -1.860
F 6.051 -3.021 -3.194
C 6.967 -4.020 -1.316
F 7.499 -4.973 -2.097
C 7.163 -4.067 0.048
F 7.885 -5.055 0.592
C 6.607 -3.088 0.850
F 6.793 -3.136 2.175
C 5.867 -2.077 0.266
F 5.339 -1.165 1.094
I -3.605 2.795 -3.225
C -2.227 2.785 -1.653
C -2.556 3.419 -0.428
C -1.668 3.335 0.600
C -0.421 2.647 0.417
N -0.095 2.097 -0.801
C -1.040 2.109 -1.770
H -3.499 3.940 -0.315
H -1.883 3.790 1.559
H 0.413 2.890 1.071
H -0.783 1.550 -2.664
```

Computed properties:
E in Eh: -6684.74280
HOMO energy in hartree: -0.050
Net charge: -2
Frontier orbital gap in eV: 5.00



(5)
Computed, not measured: a structure of composition C31H20BaN6O5S2, with ωB97M-V/def2-TZVPD.

XYZ file:
```
65
Properties=species:S:1:pos:R:3
Ba -0.448 -0.633 -0.113
C -1.875 3.947 1.553
C -1.487 2.998 0.584
N -0.445 2.224 0.727
C 0.328 2.335 1.837
C -0.011 3.214 2.895
C -1.150 4.033 2.706
C 0.766 3.241 4.075
C 1.842 2.397 4.168
C 2.221 1.555 3.115
C 1.524 1.513 1.905
N 1.798 0.720 0.835
C 3.066 0.414 0.474
C 4.231 1.072 0.893
C 5.504 0.710 0.441
C 5.695 -0.315 -0.447
C 4.558 -0.983 -0.955
C 4.667 -2.013 -1.917
C 3.546 -2.599 -2.425
C 2.296 -2.147 -1.968
N 2.153 -1.209 -1.066
C 3.255 -0.621 -0.532
H -2.745 4.568 1.385
H -2.058 2.864 -0.329
H -1.433 4.725 3.492
H 0.491 3.906 4.885
H 2.425 2.375 5.083
H 3.071 0.900 3.244
H 4.142 1.903 1.576
H 6.362 1.262 0.813
H 6.684 -0.606 -0.781
H 5.654 -2.320 -2.245
H 3.598 -3.388 -3.163
H 1.385 -2.580 -2.372
C 1.656 1.040 -5.489
S 0.018 0.306 -5.352
C -0.466 0.751 -3.695
S 0.502 1.715 -2.697
N -1.675 0.285 -3.476
N -2.118 0.418 -2.199
C -3.387 0.406 -2.058
C -4.009 0.408 -0.732
C -5.399 0.498 -0.634
C -5.996 0.496 0.610
C -5.190 0.406 1.735
C -3.821 0.317 1.544
N -3.230 0.317 0.355
H 1.998 0.806 -6.498
H 2.331 0.611 -4.752
H 1.609 2.117 -5.343
H -4.040 0.370 -2.931
H -5.985 0.554 -1.543
H -7.074 0.554 0.703
H -5.603 0.388 2.734
H -3.160 0.233 2.402
O -2.332 -6.978 1.471
C -1.999 -5.840 1.186
C -2.723 -4.914 0.248
O -3.762 -5.168 -0.352
C -1.953 -3.665 0.225
C -0.816 -3.779 1.095
O 0.014 -2.836 1.277
C -0.798 -5.107 1.717
O 0.019 -5.555 2.514
O -2.220 -2.617 -0.434
```

Computed properties:
Energy above the lowest of the compared OMol25 structures with the same formula, charge and spin in kJ/mol: 80.33
E in Eh: -2720.13460
HOMO energy in hartree: -0.044
Net charge: -2
Frontier orbital gap in eV: 5.16